[1]
A molecular structure, C31H33Cl3N3PdSSb2Si. Source: OMol25; level of theory: ωB97M-V with the def2-TZVPD basis set.

2S+1: 3
Energy relative to the best compared isomer or geometry (same formula, charge and spin), kJ/mol: 49.6
<S²>: 2.02
Energy, eV: -109985.482
Total charge: +1
Orbital gap (alpha / beta), eV: 7.59 / 6.07

The geometry in XYZ format:
```
75
Properties=species:S:1:pos:R:3:mulliken_charge:R:1
Pd -1.789 -0.050 -0.592 -0.095
C 0.273 2.784 1.187 -1.262
C 1.633 2.341 0.637 -0.501
C 1.619 1.713 -0.752 -0.957
Sb 0.898 -0.302 -0.811 0.564
C 2.293 -1.183 0.518 1.062
C 3.623 -0.782 0.411 -0.630
C 4.583 -1.342 1.239 -0.704
C 4.221 -2.310 2.166 -0.751
C 2.898 -2.708 2.272 -0.549
C 1.930 -2.146 1.451 -0.457
C 1.542 -0.944 -2.723 0.667
C 2.374 -0.172 -3.531 -0.260
C 2.729 -0.628 -4.793 -0.726
C 2.255 -1.849 -5.253 -0.576
C 1.423 -2.618 -4.453 -0.789
C 1.064 -2.165 -3.192 -0.381
Sb -1.232 1.341 1.793 0.755
C -0.051 0.164 3.104 -0.024
C -0.566 -1.066 3.520 -0.595
C 0.123 -1.843 4.439 -0.577
C 1.329 -1.396 4.961 -0.644
C 1.841 -0.165 4.570 -0.596
C 1.152 0.613 3.653 0.032
C -2.240 -1.724 0.462 0.258
C -1.424 -2.844 0.598 -0.152
C -1.750 -3.862 1.482 -0.796
C -2.915 -3.783 2.232 -0.651
C -3.755 -2.686 2.084 -0.658
C -3.420 -1.665 1.204 -0.143
H -0.236 3.423 0.460 0.382
H 0.435 3.405 2.073 0.584
H 2.138 1.664 1.330 0.134
H 2.261 3.235 0.577 0.444
H 2.637 1.674 -1.143 0.590
H 1.026 2.292 -1.461 0.695
H 3.924 -0.030 -0.311 0.355
H 5.614 -1.023 1.156 0.443
H 4.973 -2.753 2.805 0.407
H 2.611 -3.454 3.002 0.510
H 0.896 -2.439 1.574 0.111
H 2.748 0.786 -3.192 0.357
H 3.381 -0.030 -5.417 0.436
H 2.533 -2.200 -6.238 0.410
H 1.047 -3.568 -4.811 0.456
H 0.402 -2.770 -2.580 0.319
H -1.508 -1.428 3.124 0.525
H -0.288 -2.795 4.750 0.421
H 1.866 -2.000 5.681 0.443
H 2.775 0.192 4.986 0.448
H 1.554 1.581 3.382 0.427
H -0.536 -2.944 -0.013 0.771
H -1.101 -4.724 1.571 0.490
H -3.177 -4.578 2.917 0.428
H -4.673 -2.622 2.653 0.433
H -4.093 -0.821 1.099 0.502
Cl -4.749 -1.003 -1.969 -0.261
Si -2.760 -1.436 -2.175 0.553
Cl -2.224 -0.773 -4.071 -0.289
Cl -2.511 -3.454 -2.351 -0.253
C -2.952 6.105 -0.423 -1.065
C -3.766 4.943 -0.995 -0.519
C -2.897 3.848 -1.519 0.268
N -2.755 2.705 -0.954 -0.560
N -1.870 1.879 -1.615 0.502
C -1.354 2.427 -2.685 -0.119
N -0.423 1.839 -3.470 -0.106
S -1.916 4.034 -2.950 -0.180
H -3.618 6.873 -0.033 0.376
H -2.320 6.564 -1.185 0.357
H -2.311 5.763 0.391 0.259
H -4.421 5.298 -1.793 0.315
H -4.396 4.498 -0.226 0.282
H -0.402 0.828 -3.473 -0.214
H -0.226 2.262 -4.362 0.271
```

---

[2]
3 unconnected molecules or ions with the total composition C4H15N2O2. Source: OMol25; level of theory: ωB97M-V with the def2-TZVPD basis set.

2S+1: 1
Energy relative to the best compared isomer or geometry (same formula, charge and spin), kJ/mol: 130.3
Energy, eV: -11459.908
Total charge: +1
Orbital gap, eV: 8.94

The geometry in XYZ format:
```
23
Properties=species:S:1:pos:R:3:mulliken_charge:R:1
C -0.082 0.530 1.825 -0.680
C 0.638 -0.840 1.665 -0.808
C 1.045 -1.154 0.262 -0.613
C 1.994 -0.457 -0.365 -0.043
N 2.126 -0.415 -1.732 -0.452
N -1.140 0.617 0.793 -0.163
H 0.632 1.333 1.735 0.430
H -0.432 0.479 2.850 0.339
H 1.477 -0.759 2.367 0.380
H 0.079 -1.624 2.170 0.435
H 0.464 -1.902 -0.270 0.363
H 2.496 0.304 0.213 0.310
H 1.853 -1.280 -2.190 0.247
H 3.037 -0.296 -2.165 0.258
H -1.623 1.508 0.729 0.352
H -0.748 0.346 -0.113 0.289
H -1.815 -0.128 0.981 0.380
H 0.594 1.703 -2.961 0.305
H -0.253 2.834 -2.753 0.314
O 0.170 2.147 -2.207 -0.618
H -4.004 -0.536 0.091 0.332
H -3.333 -1.385 -0.905 0.316
O -3.175 -1.026 -0.019 -0.670
```

---

[3]
A gas-phase ion, C4H12NS (charge +1). Source: OMol25; level of theory: ωB97M-V with the def2-TZVPD basis set.

2S+1: 1
SMILES string: CSCCC[NH3+]
Energy relative to the best compared isomer or geometry (same formula, charge and spin), kJ/mol: 27.1
Energy, eV: -16661.379
Total charge: +1
Orbital gap, eV: 9.30

The geometry in XYZ format:
```
18
Properties=species:S:1:pos:R:3:mulliken_charge:R:1
C 2.435 0.025 0.538 -0.827
S 1.424 1.066 -0.555 -0.062
C 0.331 -0.215 -1.322 -0.808
C -0.572 -1.012 -0.365 -0.443
C -1.221 -0.186 0.764 -0.745
N -1.744 1.103 0.252 -0.235
H 3.166 0.649 1.045 0.361
H 1.924 -0.438 1.391 0.256
H 2.833 -0.765 -0.089 0.287
H 0.964 -0.881 -1.903 0.442
H -0.230 0.382 -2.044 0.375
H 0.042 -1.792 0.070 0.333
H -1.391 -1.454 -0.937 0.348
H -0.454 0.000 1.507 0.325
H -1.963 -0.743 1.329 0.404
H -2.200 0.939 -0.641 0.332
H -0.912 1.722 0.147 0.286
H -2.430 1.600 0.816 0.371
```

---

[4]
A gas-phase ion, C4H9N2 (charge +1). Source: OMol25; level of theory: ωB97M-V with the def2-TZVPD basis set.

2S+1: 1
SMILES string: C[N+](C)=C1CN1
Energy relative to the best compared isomer or geometry (same formula, charge and spin), kJ/mol: 352.5
Energy, eV: -7264.489
Total charge: +1
Orbital gap, eV: 11.52

The geometry in XYZ format:
```
15
Properties=species:S:1:pos:R:3:mulliken_charge:R:1
C -1.331 0.793 -0.806 -0.990
N -0.129 0.024 -0.386 -0.005
C 0.926 -0.369 -1.297 -0.854
C 0.011 -0.180 0.887 0.448
C 0.777 -0.669 2.184 -0.295
N -0.514 0.015 2.109 -0.324
H -2.235 0.308 -0.435 0.355
H -1.161 1.699 -0.283 0.382
H -1.403 0.602 -1.851 0.380
H 0.735 -1.077 -2.109 0.342
H 1.345 0.501 -1.922 0.321
H 1.605 -0.820 -0.672 0.340
H 0.886 -1.764 2.384 0.287
H 1.728 -0.052 2.282 0.276
H -1.064 0.894 2.393 0.337
```

---

[5]
A molecular structure, C13H11AsN3OPdS6Te. Source: OMol25; level of theory: ωB97M-V with the def2-TZVPD basis set.

2S+1: 1
Energy relative to the best compared isomer or geometry (same formula, charge and spin), kJ/mol: 8.9
Energy, eV: -156803.810
Total charge: -1
Orbital gap, eV: 7.04

The geometry in XYZ format:
```
37
Properties=species:S:1:pos:R:3:mulliken_charge:R:1
Pd 0.214 -0.992 0.496 0.971
S 4.773 -2.302 2.219 -0.465
As 2.815 -1.742 1.882 0.421
S 1.401 -2.959 0.760 -0.414
S 2.213 0.070 0.879 -0.420
S 1.885 -1.721 3.984 -0.311
Te -0.378 -1.180 3.582 0.237
C -0.335 0.823 4.169 0.094
C -0.250 1.284 5.456 -0.383
C -0.261 2.699 5.535 -0.440
C -0.370 3.282 4.306 -0.518
S -0.437 2.125 3.059 -0.024
H -0.177 0.626 6.310 0.372
H -0.197 3.255 6.460 0.357
H -0.416 4.334 4.071 0.395
N -0.730 0.770 0.031 -0.583
C -1.099 1.751 -0.468 0.466
N -1.507 2.769 -1.149 -0.627
C -1.900 3.865 -0.521 0.477
N -2.273 4.860 -0.058 -0.611
C -2.275 -3.052 -2.780 -1.069
S -0.858 -2.787 -1.715 0.467
O -1.469 -2.067 -0.526 -0.604
C -0.008 -1.550 -2.673 0.710
C -0.611 -0.328 -2.941 -0.490
C 0.127 0.662 -3.565 -0.618
C 1.451 0.421 -3.916 -0.404
C 2.045 -0.802 -3.639 -0.525
C 1.316 -1.795 -3.001 -0.412
H -2.801 -2.109 -2.915 0.303
H -2.917 -3.775 -2.279 0.393
H -1.928 -3.447 -3.734 0.387
H -1.622 -0.128 -2.608 0.395
H -0.320 1.633 -3.734 0.380
H 2.031 1.206 -4.384 0.388
H 3.085 -0.971 -3.882 0.369
H 1.781 -2.729 -2.711 0.335
```

---

[6]
A molecular structure, C15H19BBaF5O15. Source: OMol25; level of theory: ωB97M-V with the def2-TZVPD basis set.

2S+1: 1
Energy, eV: -61520.887
Total charge: +1
Orbital gap, eV: 4.91

The geometry in XYZ format:
```
56
Properties=species:S:1:pos:R:3:mulliken_charge:R:1
Ba 0.123 -1.969 0.224 1.808
B 1.325 -4.840 3.153 0.064
H 2.257 -5.265 2.814 -0.100
H 0.532 -5.072 2.459 -0.285
H 1.071 -5.293 4.099 -0.152
H 1.452 -3.770 3.196 -0.330
C 8.805 -2.458 -2.208 -0.373
C 8.740 -3.699 -1.422 0.273
O 7.364 -3.886 -1.278 -0.264
C 6.750 -2.711 -1.333 0.655
O 5.628 -2.492 -0.862 -0.574
O 7.616 -1.755 -1.835 -0.307
F 9.318 -3.546 -0.175 -0.277
H 8.693 -2.669 -3.271 0.280
H 9.749 -1.933 -2.062 0.316
H 9.234 -4.597 -1.792 0.270
C -4.640 0.279 7.512 -0.359
C -3.206 0.693 7.805 0.328
O -2.663 0.690 6.503 -0.272
C -3.482 0.155 5.596 0.653
O -3.108 -0.159 4.468 -0.561
O -4.658 -0.203 6.222 -0.327
F -2.689 -0.345 8.554 -0.291
H -5.382 1.065 7.654 0.290
H -4.853 -0.667 8.012 0.249
H -3.094 1.558 8.459 0.290
C 2.509 4.418 5.716 -0.416
C 1.865 5.279 4.594 0.269
O 1.422 4.243 3.783 -0.315
C 2.045 3.095 4.012 0.722
O 1.907 2.058 3.382 -0.590
O 2.893 3.332 4.987 -0.317
F 2.792 6.024 4.016 -0.269
H 1.710 4.063 6.366 0.301
H 3.355 4.899 6.207 0.293
H 1.056 5.933 4.918 0.319
C -2.766 -2.069 -8.532 -0.359
C -3.041 -3.548 -8.516 0.285
O -3.012 -3.716 -7.080 -0.302
C -2.487 -2.740 -6.419 0.710
O -2.368 -2.686 -5.166 -0.621
O -2.162 -1.738 -7.273 -0.305
F -2.016 -4.190 -9.122 -0.267
H -3.652 -1.499 -8.813 0.276
H -2.036 -1.905 -9.326 0.279
H -3.950 -3.934 -8.976 0.300
C -4.460 3.836 -4.911 -0.419
C -5.177 4.409 -3.695 0.273
O -4.320 4.003 -2.670 -0.300
C -3.595 2.979 -3.015 0.702
O -3.062 2.171 -2.301 -0.579
O -3.694 2.771 -4.320 -0.312
F -6.378 3.806 -3.647 -0.271
H -3.726 4.535 -5.312 0.291
H -5.186 3.572 -5.679 0.302
H -5.345 5.486 -3.699 0.312
```